1.
Density functional theory data (wB97M-V/def2-TZVPD) for a molecular structure, F3Sr3 in a non-equilibrium geometry.

Each line ends with the Löwdin charge.
Geometry (Å):
Sr: 11.136319 -20.683986 -7.928451  1.654
Sr: 12.679292 -20.664142 -4.059177  1.845
Sr: 9.275117 -22.956378 -5.202331  1.645
F: 11.736932 -22.138580 -5.865094  -0.803
F: 12.624469 -22.958776 -8.410953  -0.661
F: 11.025741 -24.890897 -5.373355  -0.679

Forces on the atoms, in the same order (eV/Å):
Sr 2.5 -3.1 -2.2
Sr 1.2 -1.4 -0.1
Sr 2.0 -4.3 -0.3
F -1.4 3.0 1.3
F -1.9 3.0 0.6
F -2.4 2.8 0.6

Orbital gap ... 4.33 eV
Electronic energy ... -10629.2357 eV
Net charge ... +3
Relative energy (zero: lowest compared OMol25 entry of this formula, charge and spin) ... 7.903 eV

---

2.
Density functional theory data (wB97M-V/def2-TZVPD) for a molecular structure, F4O2Xe.

Each line ends with the natural charge from an NBO analysis.
Geometry (Å):
Xe: 0.130610 -0.130610 0.000000  3.671
O: 1.860550 0.061440 0.000000  -0.833
F: -0.078400 1.749300 0.000000  -0.493
F: -1.749310 0.078400 0.000000  -0.493
O: -0.061440 -1.860550 0.000000  -0.833
F: -0.046010 0.046010 1.868990  -0.509
F: -0.046010 0.046010 -1.868990  -0.509

Cartesian forces (eV/Å) of the 6 atoms listed first:
Xe 0.1 -0.1 0.0
O -0.7 0.1 0.0
F 0.1 -0.7 0.0
F 0.7 -0.1 0.0
O -0.1 0.7 0.0
F 0.0 0.0 -0.9

Orbital gap ... 8.96 eV
Electronic energy ... -23911.9017 eV
Relative energy (zero: lowest compared OMol25 entry of this formula, charge and spin) ... 0.000 eV